# 1
96
Properties=species:S:1:pos:R:3 method="wB97M-V/def2-TZVPD" lumo_energy_ha=-0.2289 charge=+2 largest_force_ev_per_a=0.71 e_above_lowest_kcal_mol=51.2 e_tot_ev=-67872.5116 homo_lumo_gap_ev=7.1933
Zr -2.049 0.157 0.043
S 4.961 -1.275 0.592
O -3.643 2.130 0.549
O 1.790 0.506 -0.196
O -4.852 -2.326 1.130
O 6.279 -1.680 0.236
O 4.163 -2.090 1.475
O -0.194 -0.347 -0.660
O -3.834 0.697 -1.134
O -3.601 -0.464 1.205
N 4.074 -1.067 -0.824
N -1.514 -1.922 1.047
N -1.640 1.803 -1.640
N -1.071 1.603 1.304
N -3.392 -1.970 -1.761
C -1.604 1.096 -3.011
C -0.460 0.930 2.566
C 5.022 0.365 1.227
C 2.977 -2.001 -1.024
C -4.106 -0.796 -3.801
C -2.880 -1.423 -3.156
C -2.812 2.745 -1.585
C 0.541 1.913 3.173
C 1.753 -1.365 -1.683
C -1.444 -2.867 -0.108
C -0.152 -1.802 1.727
C 5.256 4.343 2.792
C -2.581 -2.371 1.980
C 4.310 2.009 2.807
C -1.628 0.766 3.538
C -3.648 1.905 -0.657
C -3.849 -1.748 1.442
C -0.340 2.622 0.445
C -0.410 2.462 -1.110
C 5.897 1.278 0.652
C -0.399 1.576 -3.816
C -1.641 -0.473 -3.122
C 5.167 2.950 2.241
C -2.700 -3.096 -0.972
C -2.456 -2.667 -3.935
C 1.130 -0.317 -0.792
C 0.064 -2.898 2.766
C 4.227 0.721 2.304
C 0.306 -0.403 2.315
C 5.955 2.565 1.158
H 3.729 2.280 3.681
H -1.502 -3.067 -3.591
H -2.341 -2.397 -4.984
H 6.551 0.971 -0.153
H 0.452 1.893 -1.424
H -3.270 2.917 -2.555
H -0.479 -2.713 3.692
H -0.614 -2.557 -0.735
H 0.659 -0.637 3.322
H -3.509 -3.528 -0.385
H 2.669 -2.415 -0.057
H -3.812 -0.384 -4.767
H -0.729 3.597 0.734
H -0.523 1.289 -4.859
H 3.307 -2.838 -1.641
H -3.714 -1.169 -1.190
H 0.548 -2.004 0.919
H 1.464 1.976 2.596
H -0.311 3.466 -1.529
H -1.277 -0.608 -4.144
H 1.202 -0.134 1.759
H 3.770 -0.101 -0.852
H -4.310 -2.367 -1.989
H -2.381 -1.965 2.969
H -4.535 0.001 -3.199
H -2.513 0.317 3.086
H 4.921 4.383 3.827
H -0.301 2.660 -3.788
H -3.213 -3.452 -3.887
H 3.586 -0.020 2.765
H 0.535 1.136 -3.465
H 0.716 2.580 0.696
H -1.311 0.141 4.373
H 1.043 -2.167 -1.895
H 1.983 -0.895 -2.645
H -0.206 -3.887 2.394
H -2.409 -3.826 -1.723
H 1.126 -2.930 3.012
H 0.802 1.579 4.178
H -2.503 1.454 -3.508
H 0.099 2.905 3.261
H -1.215 -3.871 0.270
H -0.860 -0.930 -2.526
H -1.886 2.103 1.666
H -2.538 3.691 -1.124
H 6.278 4.717 2.751
H -4.871 -1.550 -3.999
H 4.636 5.030 2.213
H -2.637 -3.458 2.045
H 6.650 3.274 0.726
H -1.927 1.733 3.946


# 2
112
Properties=species:S:1:pos:R:3 method="wB97M-V/def2-TZVPD" lumo_energy_ha="-0.1431 / -0.1431" charge=+1 largest_force_ev_per_a=4.66 spin_multiplicity=3 e_tot_ev=-267541.7171 homo_lumo_gap_ev="6.2179 / 7.0091"
Br -1.452 -0.762 1.913
Br 1.225 1.360 -1.578
S 2.526 -2.671 3.464
S 1.045 2.726 4.111
S 2.431 0.278 5.800
P -0.285 -3.619 3.503
F -0.951 -1.279 4.977
F -2.440 5.486 2.447
F -2.117 2.596 2.576
F 2.422 -5.142 4.435
F -2.606 5.320 4.628
F -0.038 3.688 1.864
F -3.879 4.204 3.358
F 0.065 5.030 3.535
F 2.476 -3.614 5.988
F 4.161 -4.057 4.789
F -1.866 2.855 4.695
O 2.351 3.137 3.696
O 0.856 3.067 5.488
O -0.180 -4.167 5.024
O 0.296 -4.689 2.434
O 4.026 3.452 -3.416
O -3.258 -4.661 0.198
O 3.509 -1.650 3.690
O 2.833 -3.315 2.237
N -4.324 -4.231 -0.417
N -1.808 -3.454 3.245
N 0.852 0.089 4.980
N 0.872 -1.682 0.977
N 3.503 3.907 -4.519
C 0.502 -1.099 2.232
C 5.487 5.195 -5.411
C -4.421 -4.938 -1.728
C -6.038 -5.786 0.601
C -5.373 -4.190 -2.687
C 2.788 5.178 -4.201
C 0.768 -2.024 3.463
C 2.818 1.046 -0.487
C 0.610 0.988 3.786
C -6.595 -3.377 0.095
C -2.649 4.701 3.466
C 0.394 -1.308 4.784
C -4.905 -6.382 -1.565
C 2.705 1.700 0.921
C 1.903 5.026 -2.963
C -5.117 -3.912 1.934
C -1.685 3.464 3.517
C 5.469 2.718 -5.527
C -5.481 -4.358 0.517
C -0.189 3.785 3.179
C 2.530 0.606 2.018
C -3.081 -4.935 -2.471
C 4.743 6.503 -5.145
C 1.038 0.392 2.424
C 3.757 6.345 -3.992
C 1.792 5.545 -5.322
C -6.192 -6.483 -0.749
C 3.941 3.934 -6.959
C 2.847 -3.964 4.772
C 4.578 3.966 -5.554
H 6.097 2.675 -4.637
H 0.198 0.476 5.681
H 6.143 2.719 -6.385
H -7.004 -5.773 1.111
H -3.188 -5.423 -3.440
H 1.870 2.408 0.940
H -1.084 -4.348 5.332
H -5.216 -4.523 -3.713
H 3.196 7.274 -3.863
H 1.168 4.232 -3.105
H -2.089 -4.017 2.442
H 4.321 6.200 -3.064
H -5.062 -6.833 -2.547
H -6.437 -7.535 -0.587
H -6.427 -4.366 -2.487
H 3.084 0.886 2.923
H -7.346 -3.288 0.882
H -2.299 -5.474 -1.937
H 1.071 6.282 -4.964
H 0.768 -1.887 5.646
H 3.207 3.129 -7.034
H 4.700 3.749 -7.720
H 3.162 1.131 5.030
H 5.465 7.285 -4.901
H -0.382 -5.385 2.384
H 3.054 -0.282 1.652
H -0.500 1.039 3.749
H 0.464 0.966 1.679
H -7.140 -3.685 -0.794
H 6.189 5.034 -4.586
H 3.634 2.247 1.121
H -5.375 -6.399 1.222
H -6.189 -2.379 -0.078
H 1.360 5.951 -2.765
H 2.942 -0.040 -0.422
H 3.718 1.426 -0.982
H 4.874 1.804 -5.572
H 6.096 5.306 -6.311
H 2.256 5.998 -6.194
H -5.190 -3.114 -2.663
H 0.429 -1.173 0.214
H 2.475 4.807 -2.061
H -2.734 -3.914 -2.648
H 3.459 4.865 -7.246
H 4.232 6.840 -6.051
H 1.871 -1.665 0.788
H -4.130 -6.982 -1.076
H -4.427 -4.603 2.418
H -6.003 -3.868 2.567
H -4.662 -2.918 1.931
H -7.036 -6.060 -1.301
H 1.225 4.670 -5.647


# 3
100
Properties=species:S:1:pos:R:3 method="wB97M-V/def2-TZVPD" lumo_energy_ha=-0.0696 charge=0 largest_force_ev_per_a=9.50 e_tot_ev=-218146.7521 homo_lumo_gap_ev=7.1974
Br 1.226 -1.139 4.352
Br 4.136 2.083 3.376
P 6.156 5.180 -0.648
P -4.214 -6.392 -1.447
O 1.741 2.014 5.739
O 4.701 4.815 -1.350
O -1.072 2.160 6.191
O 7.003 5.332 -2.075
O -2.763 4.189 4.566
O 6.574 3.703 -0.444
O -4.261 -4.865 -1.194
O -5.479 2.332 0.855
O -2.979 -6.310 -2.548
O 5.689 6.830 -0.876
O -4.161 -8.098 -1.729
O -5.448 -6.350 -2.566
N -0.523 3.155 5.422
N -3.890 -2.323 2.850
C 8.317 3.582 -3.057
C 3.649 4.365 -0.519
C 2.858 -0.687 3.296
C -1.667 -6.090 -2.071
C -2.520 0.538 -1.032
C -5.769 -9.408 -2.907
C -6.623 -4.360 -3.206
C 0.723 1.280 0.724
C 6.604 8.377 -2.445
C -3.165 3.376 1.211
C -5.345 -8.859 -1.555
C 1.345 1.395 2.273
C -1.942 -0.764 -0.212
C -4.442 2.426 1.699
C -1.418 1.785 -1.148
C -1.049 -7.393 -1.608
C -1.632 3.485 4.404
C 8.321 4.808 -2.163
C 2.943 5.542 0.122
C 0.395 2.159 3.368
C 2.832 0.760 2.530
C 6.699 7.812 -1.037
C -2.432 -0.869 1.350
C -2.676 -2.394 1.901
C -6.608 -5.575 -2.297
C 2.996 -1.873 2.125
C -0.760 1.925 0.369
C -1.069 2.808 3.015
C 0.731 2.389 4.953
C -1.695 2.711 1.501
H -0.844 2.312 7.160
H -7.481 -6.200 -2.506
H -3.238 4.361 1.874
H -1.083 -5.683 -2.902
H 5.601 8.774 -2.635
H -5.998 -8.602 -3.612
H 9.321 3.154 -3.139
H 7.336 9.177 -2.599
H -4.374 1.861 2.731
H -6.139 -8.268 -1.093
H 2.054 5.212 0.665
H -3.356 -0.137 1.529
H 3.608 6.055 0.824
H -5.111 -9.689 -0.881
H -5.731 -3.746 -3.065
H 3.296 0.565 1.448
H -3.520 0.877 -0.521
H -1.570 -7.776 -0.726
H 8.729 4.580 -1.173
H -2.374 -1.725 -0.775
H 2.646 6.276 -0.635
H -6.630 -4.670 -4.256
H 6.777 7.601 -3.199
H 1.327 0.743 -0.123
H 8.958 5.581 -2.604
H 2.945 3.819 -1.155
H -4.960 -9.992 -3.358
H 4.024 3.670 0.237
H 2.179 -1.664 1.312
H -3.302 3.707 0.086
H -1.756 -2.672 2.606
H -0.761 -0.840 -0.341
H 4.083 -1.929 1.694
H -1.551 -0.408 2.009
H -1.667 -5.347 -1.269
H 7.963 3.843 -4.061
H -2.807 0.155 -2.112
H 6.508 8.609 -0.311
H -7.505 -3.741 -3.016
H -6.662 -5.287 -1.243
H -6.655 -10.046 -2.813
H -0.620 1.604 -1.990
H 7.692 7.406 -0.832
H -3.880 -1.365 3.297
H 2.745 -2.909 2.654
H -1.130 -8.159 -2.387
H 7.641 2.813 -2.676
H 0.006 -7.254 -1.355
H -3.759 -2.999 3.637
H 3.843 -0.738 3.935
H -2.798 -3.210 1.065
H -2.055 2.735 -1.460


# 4
90
Properties=species:S:1:pos:R:3 method="wB97M-V/def2-TZVPD" lumo_energy_ha="-0.2375 / -0.3208" charge=+2 largest_force_ev_per_a=1.95 e_above_lowest_kcal_mol=4.2 spin_multiplicity=3 e_tot_ev=-139342.2930 homo_lumo_gap_ev="6.0385 / 3.6227"
Pd 0.667 0.111 -0.801
Br -3.154 2.543 -6.020
S -0.387 -1.998 -0.101
P -0.592 3.345 0.328
P 2.395 -0.141 0.732
N 3.564 -3.241 -6.009
N -1.253 -2.296 2.374
N -2.714 -1.205 0.930
C -2.566 3.765 -1.478
C -0.729 2.448 -4.580
C 4.364 1.599 -0.428
C -1.501 -1.775 1.148
C 3.110 -0.485 3.450
C -0.014 0.524 -3.301
C 3.588 -2.777 0.848
C 3.801 -1.303 0.525
C 1.156 -0.185 -2.698
C -0.279 2.040 1.543
C 2.513 -3.919 -5.539
C -5.107 -0.902 1.383
C 1.740 -3.473 -4.470
C -3.921 -1.829 1.520
C -1.076 2.285 2.826
C 1.155 -1.619 -2.892
C 2.043 -2.222 -3.843
C 0.207 1.843 -3.747
C 0.979 4.059 -0.260
C -1.209 -0.145 -3.587
C -1.691 -2.427 4.812
C -1.524 -1.512 3.610
C 1.101 5.579 -0.065
C 3.190 1.512 0.546
C 1.931 -0.309 2.495
C -2.145 0.455 -4.433
C 3.895 -2.085 -5.432
C -1.530 2.703 -1.071
C 3.184 -1.524 -4.365
C -1.899 1.743 -4.916
H -2.148 2.104 2.677
H 2.751 -0.372 4.479
H -0.956 3.328 3.157
H -0.724 1.625 3.628
H 0.894 -4.084 -4.138
H 2.275 -4.853 -6.054
H 0.803 2.092 1.735
H 1.244 -1.164 2.550
H 4.625 2.659 -0.563
H -3.444 3.292 -1.932
H -2.140 4.471 -2.203
H 0.317 -2.199 -2.495
H -0.837 2.503 -1.893
H 4.623 -0.883 1.126
H -2.888 4.332 -0.592
H 3.415 1.904 1.545
H 1.990 5.947 -0.592
H 1.102 2.376 -3.405
H 1.106 3.773 -1.315
H 2.375 2.116 0.117
H 3.773 -3.027 1.902
H -5.965 -1.350 1.892
H -1.378 -1.135 -3.147
H -2.420 -0.900 3.447
H 3.513 -0.561 -3.973
H 4.089 1.186 -1.415
H -2.846 -0.908 -0.040
H -4.124 -2.806 1.043
H -0.726 -2.835 5.124
H -2.013 1.754 -0.799
H 5.264 1.090 -0.054
H 4.338 -3.334 0.271
H 4.762 -1.562 -5.844
H -4.895 0.066 1.846
H -5.361 -0.747 0.331
H -0.381 -2.820 2.422
H -2.376 -3.260 4.618
H 1.790 3.618 0.335
H 2.090 0.346 -2.917
H -0.592 3.463 -4.931
H 2.591 -3.149 0.571
H -0.683 -0.815 3.790
H 4.075 -1.203 -0.538
H 3.571 -1.475 3.345
H -0.506 1.064 1.063
H 1.228 5.824 0.998
H 3.877 0.281 3.289
H -2.093 -1.849 5.652
H -3.057 -0.062 -4.704
H 0.228 6.120 -0.443
H 1.330 0.565 2.780
H -3.698 -2.040 2.568


# 5
90
Properties=species:S:1:pos:R:3 method="wB97M-V/def2-TZVPD" lumo_energy_ha="-0.5003 / -0.5575" charge=+4 largest_force_ev_per_a=6.60 e_above_lowest_kcal_mol=0.0 spin_multiplicity=4 e_tot_ev=-137964.7599 homo_lumo_gap_ev="6.3437 / 4.7586"
Re -0.712 -1.525 0.431
Br -2.753 -3.661 1.874
S -0.530 1.439 0.259
P 0.640 -1.138 -1.700
P -3.091 -0.891 -0.425
N 6.395 2.456 0.558
N -0.472 3.122 2.340
N 0.962 3.716 0.618
C 0.017 2.846 1.122
C -0.689 0.874 -3.354
C 5.435 3.050 1.268
C 2.507 -1.378 -1.584
C -3.733 -2.473 -1.114
C -0.765 -1.580 2.549
C 1.853 3.220 -0.436
C 5.511 0.306 1.184
C 0.094 -2.469 -2.879
C 1.602 -1.538 1.811
C -1.534 2.316 2.949
C -5.237 -0.779 1.446
C 0.440 -0.872 2.290
C 2.991 -1.054 1.962
C 4.474 2.329 1.979
C -5.047 -2.487 -1.877
C -5.016 0.793 -1.687
C 4.471 0.923 1.916
C -3.549 0.360 -1.669
C 3.420 -0.166 -1.707
C 0.630 0.321 -2.834
C 1.263 -2.652 1.000
C 0.588 5.130 0.456
C 0.474 -3.895 -2.491
C 0.245 4.014 3.260
C 6.450 1.115 0.539
C 0.049 -3.364 1.114
C 3.366 0.170 2.456
C -3.848 -0.255 1.130
C -0.935 -2.859 1.989
H 3.769 -1.741 1.608
H 1.996 -3.078 0.332
H 0.243 -4.109 -1.439
H 0.093 5.315 -0.509
H -5.231 -3.521 -2.198
H -5.293 -1.874 1.426
H -5.174 1.491 -2.520
H 2.708 0.696 3.149
H 3.709 2.861 2.560
H -2.921 -2.840 -1.763
H -3.844 0.835 1.016
H 2.737 -1.814 -0.608
H -6.002 -0.367 0.775
H -3.263 -0.049 -2.647
H -1.362 0.091 -3.726
H -0.096 -4.599 -3.114
H 3.261 0.518 -0.860
H -5.496 -0.457 2.463
H 3.297 0.389 -2.647
H -5.314 1.316 -0.766
H 5.427 4.140 1.286
H 0.561 0.126 2.681
H 7.274 0.652 -0.011
H 1.280 4.149 2.925
H 1.485 5.750 0.490
H -1.203 1.455 -2.580
H 1.333 3.127 -1.405
H -1.191 1.291 3.200
H 0.519 -2.206 -3.859
H -1.835 2.832 3.866
H 0.248 3.561 4.256
H -0.480 1.557 -4.191
H -0.263 4.986 3.325
H -2.908 1.223 -1.472
H -3.771 -3.161 -0.255
H 1.251 0.000 -3.689
H -5.714 -0.038 -1.851
H 2.704 3.911 -0.548
H -0.100 -4.279 0.563
H -5.904 -2.179 -1.264
H 1.182 1.119 -2.317
H -1.518 -1.167 3.193
H 2.747 -2.145 -2.330
H 2.240 2.238 -0.143
H -0.079 5.442 1.266
H -2.396 2.242 2.263
H -3.171 -0.461 1.968
H 4.467 -0.504 -1.648
H -0.999 -2.363 -2.962
H 5.586 -0.789 1.128
H -5.004 -1.872 -2.783
H 1.542 -4.093 -2.658